No. 1
This record from OMol25 describes 2 unconnected molecules or ions with the total composition C4H11NO2 at a distorted geometry. The level of theory is ωB97M-V with the def2-TZVPD basis set.

Calculated values
* total energy: -364.18188 a.u.
* structure (SMILES): NCCCC=O.O

Cartesian coordinates (Å):
C  -0.2822  0.9867  -1.1691
H  -0.2593  0.3384  0.9094
H  0.5227  1.3542  -1.9329
H  -0.9449  1.7503  -0.7244
H  -1.3823  0.5379  -3.0417
H  -3.0383  -1.8338  1.1258
H  2.1192  0.6489  2.4490
C  0.3292  0.1025  -0.0305
C  -1.2026  0.1930  -1.9726
H  -2.0559  -0.8226  0.5951
H  0.0835  -0.8664  -0.1464
O  -1.6657  -0.8875  -1.6179
O  -2.5568  -1.1148  1.3793
H  1.5802  -0.7588  2.1494
C  1.8876  0.1622  0.4137
H  2.3891  1.0488  -0.0018
H  2.2824  -0.7599  -0.1527
N  2.1942  -0.0790  1.7683


No. 2
This record from OMol25 describes C4H11NO2 in the gas phase at a distorted geometry. The level of theory is ωB97M-V with the def2-TZVPD basis set.

Calculated values
* total energy: -364.21122 a.u.
* structure (SMILES): N[C@@H](CO)CCO

Cartesian coordinates (Å):
H  1.0082  -2.4845  0.9361
H  -0.1922  0.9870  -1.9327
H  -1.4735  1.7703  -0.2652
N  0.5619  0.6709  -1.3393
H  1.3359  1.3074  -1.4315
H  1.1902  0.7019  0.5992
H  -1.3943  1.1782  1.3830
H  -0.2572  -2.6142  -1.5084
O  0.1611  -3.0421  -0.7785
C  0.6950  -1.9777  0.0106
C  -0.7792  1.5415  0.5524
H  -0.6504  -0.9949  1.3722
C  -0.3104  -0.8869  0.3418
H  -0.4502  3.1124  1.6970
O  -0.0627  2.7337  0.9136
H  -1.2498  -0.9333  -0.2334
H  1.6162  -1.5751  -0.4069
C  0.2515  0.5055  0.0901


No. 3
This record from OMol25 describes 2 unconnected molecules or ions with the total composition C4H11NO2 at a distorted geometry. The level of theory is ωB97M-V with the def2-TZVPD basis set.

Calculated values
* total energy: -364.25522 a.u.
* structure (SMILES): CCCC(N)=O.O

Cartesian coordinates (Å):
H  0.0150  -1.8496  1.6398
H  -1.7570  -0.1910  -0.2077
C  -0.1727  0.6539  0.7331
H  -1.6238  -1.3466  1.6988
H  1.8413  0.2487  0.2736
O  -0.8478  1.3689  1.4381
O  2.1851  2.1643  -3.2486
H  1.3871  1.7381  1.1075
H  -0.1846  -0.7871  -0.9079
H  -1.7464  -3.6874  1.1571
N  1.1608  0.9323  0.5433
C  -1.3509  -3.0145  0.4053
H  2.3181  2.6950  -2.4562
H  -0.5519  -3.4724  -0.1614
H  1.5599  2.6900  -3.7730
C  -0.8539  -1.7074  1.0114
H  -2.1993  -2.8571  -0.2526
C  -0.7396  -0.5472  0.0021


No. 4
This record from OMol25 describes C4H11NO2 in the gas phase at a distorted geometry. The level of theory is ωB97M-V with the def2-TZVPD basis set.

Calculated values
* total energy: -364.14700 a.u.
* structure (SMILES): N[C@H](CO)CCO

Cartesian coordinates (Å):
H  -2.8586  -0.2582  -0.4830
O  1.9896  1.2646  -1.7054
H  -0.6123  0.7927  1.9064
H  1.3362  -1.2098  -0.9048
C  1.5481  1.0549  -0.1397
H  0.3826  -0.7052  1.5240
C  -1.6731  -0.8586  0.9415
H  -1.8552  -1.7064  1.7562
H  -0.0671  -0.9919  -1.9057
H  -0.4154  0.9918  -0.7382
H  1.3972  2.0598  0.2156
H  2.2631  0.2538  0.2754
C  -0.4529  -0.0770  1.2305
N  0.3655  -0.9879  -0.9135
O  -2.8436  -0.0956  0.4602
H  2.6822  1.8384  -1.4829
C  0.2364  0.2739  -0.1807
H  -1.4227  -1.6392  0.1441


No. 5
This record from OMol25 describes 3 unconnected molecules or ions with the total composition C4H11NO2 at a distorted geometry. The level of theory is ωB97M-V with the def2-TZVPD basis set.

Calculated values
* total energy: -364.16007 a.u.
* structure (SMILES): C=NC(=C)C.O.O

Cartesian coordinates (Å):
H  0.2896  2.0394  1.9185
H  3.5992  1.3155  -0.1058
O  2.8871  0.6961  -0.2825
C  -2.4453  0.1882  -0.4977
N  -0.5876  -1.1873  0.2775
C  -0.0988  -2.2046  -0.3073
C  -0.9836  -0.0911  -0.5584
H  -2.7204  0.9063  -1.2635
H  -2.7546  0.5559  0.4866
H  0.3067  -2.9912  0.3257
H  0.0767  0.5643  1.4779
H  -0.3712  -2.5354  -1.3130
C  -0.0457  0.7225  -1.0799
H  0.7518  0.3766  -1.7256
H  -0.4192  1.7038  -1.3736
H  2.3916  0.6204  0.5220
H  -3.0241  -0.7099  -0.7272
O  0.5253  1.1468  2.1121


No. 6
This record from OMol25 describes 2 unconnected molecules or ions with the total composition C4H11NO2 at a distorted geometry. The level of theory is ωB97M-V with the def2-TZVPD basis set.

Calculated values
* total energy: -364.18369 a.u.
* structure (SMILES): NCCCC=O.O

Cartesian coordinates (Å):
H  -0.0158  2.8790  1.3031
H  -0.2881  0.4413  2.2877
H  -1.2119  0.5700  -0.5894
H  -1.6993  1.2019  1.7351
C  -0.6820  0.8410  1.3768
H  1.4947  0.4358  -1.4518
H  -1.8669  -2.4552  -0.5959
H  0.6918  -1.4447  0.4102
H  -0.0214  -1.2317  -1.2291
H  -1.3012  -2.7305  0.9822
C  0.2452  1.9509  0.8328
H  2.1179  0.1904  -2.7687
O  1.6446  -0.3252  -2.0735
C  -1.1133  -0.0902  0.2690
O  1.1967  1.7719  0.1277
C  -0.2435  -1.2764  -0.0767
H  -2.0800  -0.4850  0.5538
N  -1.1139  -2.4914  0.0464